Record 1
Here is a molecular structure, C6H7CoO6 at a distorted geometry from OMol25. Energies are from wB97M-V/def2-TZVPD.

Atoms and positions in Å:
O1 -0.0512 1.4266 0.6324
Co1 1.1891 0.0229 0.9249
O2 0.9437 -1.6456 2.0484
H1 1.6604 3.1185 -0.9731
O3 -0.9271 -2.9246 2.3306
H2 -1.3457 0.0715 -2.1022
H3 2.8905 1.1497 -1.7213
C1 -1.3788 0.2531 -1.0158
H4 1.6642 0.7837 -2.9803
O4 1.0878 0.3889 -1.0345
C2 -0.2359 -2.0665 1.8328
C3 1.2013 2.5591 -1.8028
C4 -0.1808 1.1483 -0.6542
H5 -1.8423 -1.9696 -0.6926
H6 1.2352 3.1645 -2.7146
O5 -0.1508 2.2493 -1.5130
C5 1.8230 1.1781 -1.9665
C6 -1.4627 -1.0337 -0.2830
H7 -2.2922 0.8375 -0.8365
O6 -0.8128 -1.2479 0.8732

Properties
Energy relative to the best compared isomer or geometry (same formula, charge and spin) (eV): 0.019
Kohn-Sham gap (spin up / spin down) (eV): 6.54 / 8.51
Multiplicity: 5
E_tot (eV): -56244.398
Lowest unoccupied orbital energy (spin up / spin down) (eV): -0.65 / -1.39
Total charge: 0

Which charges does Mulliken predict for the atoms? In e, they are:
1 O -0.9190
2 Co 0.6716
3 O -0.7136
4 H 0.2351
5 O -0.5497
6 H 0.2833
7 H 0.3053
8 C -0.2755
9 H 0.2226
10 O -0.6196
11 C 0.8804
12 C -0.4525
13 C 1.4184
14 H 0.4536
15 H 0.3435
16 O -0.4536
17 C -0.3384
18 C -0.5163
19 H 0.2948
20 O -0.2705



Record 2
Here is a molecular structure, C6H7CrO6 at a distorted geometry from OMol25. Energies are from wB97M-V/def2-TZVPD.

Atoms and positions in Å:
C1 -1.1783 -0.0371 -2.2626
H1 1.3897 1.8258 -0.3202
C2 1.0145 -1.5838 2.5417
C3 0.5820 1.2429 0.1510
O1 -0.6749 1.2332 -1.9998
H2 0.9601 1.0907 3.6519
O2 1.6328 -0.4071 2.3564
O3 -0.2973 -1.5427 2.7139
H3 0.8216 0.1827 0.0006
H4 0.1116 2.5324 1.9103
H5 -0.8910 2.6601 -0.5829
O4 -1.6060 -0.6616 -1.2982
C4 -0.7330 1.5752 -0.5409
H6 -1.6033 1.1947 0.0043
Cr1 0.1727 1.2767 -3.8813
C5 0.9884 0.8039 2.5994
O5 -0.7697 -0.4188 -3.3987
H7 -0.6630 -0.6492 2.6136
O6 1.6348 -2.6118 2.5513
C6 0.5334 1.5694 1.6107

Properties
Energy relative to the best compared isomer or geometry (same formula, charge and spin) (eV): 0.074
Kohn-Sham gap (spin up / spin down) (eV): 5.71 / 6.20
Multiplicity: 5
E_tot (eV): -47032.420
Lowest unoccupied orbital energy (spin up / spin down) (eV): -7.34 / -6.85
Total charge: +1

Which charges does Mulliken predict for the atoms? In e, they are:
1 C 0.8713
2 H 0.2171
3 C 0.7423
4 C -0.0321
5 O -0.4040
6 H 0.4743
7 O -0.3371
8 O -0.4331
9 H 0.3082
10 H 0.3534
11 H 0.3473
12 O -0.4682
13 C -0.6107
14 H 0.3989
15 Cr 1.4324
16 C -0.8392
17 O -0.6976
18 H 0.4183
19 O -0.5127
20 C -0.2287



> Look up the E_tot of the first one.

-56244.398 eV



> Look up the multiplicity of the second one.

5